Record 1
Below is the molecule C8H8Br2O at a distorted geometry, with properties calculated with ωB97M-V with the def2-TZVPD basis set.

Geometry (Å):
Br 2.048340 -1.802496 -0.891297
Br 2.936105 1.895855 -0.092075
O 2.655291 -0.743986 1.606797
C 1.411995 0.760177 0.265871
C -1.299162 -0.102445 -1.317761
C 1.645179 -0.602704 0.770853
C -1.080649 0.393667 0.126630
C 0.329529 -1.239299 1.482304
C -0.821960 -0.740690 1.103026
C 0.162923 1.243406 0.035667
C -2.294166 0.508721 -2.028521
H 0.625882 -1.897640 2.186205
H 3.537837 -0.175923 1.381957
H -2.996060 1.104896 -1.385155
H -2.703603 0.243864 -2.996552
H -1.965781 1.068584 0.467730
H -0.493810 -0.706158 -1.778875
H -0.105616 2.148642 -0.445085
H -1.592281 -1.356466 1.508287

Cartesian forces (eV/Å) of the 2 atoms listed first:
Br -0.2 0.2 0.2
Br -0.5 -0.6 0.2

Energy relative to the best compared isomer or geometry (same formula, charge and spin): 18.8 kcal/mol
HOMO-LUMO gap: 9.56 eV
SMILES: C=C[C@H]1C=C[C@@](O)(Br)C(Br)=C1
Electronic energy: -5532.8067 Eh
Molecular weight: 279.96 g mol⁻¹


Record 2
Below is the molecule C3H3NO4 at a distorted geometry, with properties calculated with ωB97M-V with the def2-TZVPD basis set.

Geometry (Å):
O 1.846458 0.735543 -0.884613
O -0.445685 -2.557674 1.274282
O -0.910418 1.076045 -1.978910
O -0.317536 2.390459 0.140048
N -0.618465 -1.471698 0.592791
C 0.739984 0.334285 -0.408326
C 0.530097 -0.835954 0.328298
C -0.230854 1.325353 -0.891286
H -1.341780 -2.773749 1.798019
H 1.370896 -1.387477 0.648838
H -0.622697 3.164867 -0.619141

Cartesian forces (eV/Å) of the 2 atoms listed first:
O -2.0 -1.9 1.9
O -1.8 -2.6 3.0

Energy relative to the best compared isomer or geometry (same formula, charge and spin): 123.6 kcal/mol
HOMO-LUMO gap: 9.28 eV
SMILES: O=C(O)C(=O)/C=N/O
Electronic energy: -471.6762 Eh
Molecular weight: 117.06 g mol⁻¹


Record 3
Below is a cluster of 8 separate species, H16O8 in total at a distorted geometry, with properties calculated with ωB97M-V with the def2-TZVPD basis set.

Geometry (Å):
O 2.657167 -2.158667 -0.576625
O -0.640833 -0.328667 0.745375
O 0.246167 2.591333 -1.449625
O -3.226833 2.281333 -0.219625
O -1.563833 0.221333 -1.556625
O -0.098833 2.313333 1.649375
O 1.785167 -1.104667 1.734375
O 0.333167 -3.650667 -0.227625
H 0.841167 2.221333 1.642375
H 3.364167 -2.761667 -0.771625
H -1.790833 -0.429667 -2.218625
H -0.209833 2.927333 0.903375
H 1.847167 -2.665667 -0.426625
H -2.695833 2.932333 0.248375
H 2.107167 -1.321667 0.868375
H -0.364833 3.306333 -1.293625
H 0.235167 -0.635667 0.945375
H -2.706833 1.495333 -0.318625
H -0.340833 -3.408667 0.373375
H -0.281833 1.848333 -1.470625
H 0.040167 -3.473667 -1.129625
H -0.623833 0.546333 1.143375
H -1.170833 -0.293667 -0.841625
H 2.259167 -0.451667 2.247375

Cartesian forces (eV/Å) of the 2 atoms listed first:
O -0.3 0.9 -0.1
O -0.9 -0.3 -0.1

Energy relative to the best compared isomer or geometry (same formula, charge and spin): 43.6 kcal/mol
HOMO-LUMO gap: 11.24 eV
SMILES: O.O.O.O.O.O.O.O
Electronic energy: -611.5131 Eh
Molecular weight: 144.12 g mol⁻¹


Record 4
Below is a structure of composition C20H31GeN3Pd at a distorted geometry, with properties calculated with ωB97M-V with the def2-TZVPD basis set.

Geometry (Å):
Pd 0.270771 0.120653 -0.799498
Ge 0.100891 3.189897 -1.234407
N 0.057730 -1.091828 0.957389
N -1.978206 -1.050838 -0.820675
N 2.053532 -1.086939 -0.741497
C -3.596373 -1.111400 1.039797
C 1.507831 -1.812521 2.862486
C 2.810819 -1.999514 3.296916
C -2.836765 -0.135040 -1.575290
C 1.552074 -2.355959 -1.323169
C -3.895926 -1.065005 2.395504
C -1.201169 -1.070122 1.515078
C -1.532603 -0.958667 2.873539
C 1.240454 -1.396092 1.547310
C 0.978851 4.915872 -0.990634
C -2.852845 -0.961766 3.298969
C 3.185280 -0.613390 -1.546998
C -0.826676 2.825483 0.455169
C 1.312872 1.711458 -1.540553
C -2.286978 -1.077789 0.596893
C 3.892677 -1.800580 2.455271
C -1.186194 3.331455 -2.694681
C -2.030220 -2.383229 -1.413448
C 2.358566 -1.300896 0.674539
C 3.650567 -1.467769 1.126230
H 0.797973 -2.771749 -0.662866
H -1.586996 -2.362353 -2.411337
H 4.905790 -1.924122 2.806783
H -1.447924 3.679577 0.729337
H 2.384386 -3.059027 -1.431686
H -3.870508 -0.493914 -1.668480
H 1.644647 4.893208 -0.129774
H -2.855908 0.839869 -1.086311
H 4.483447 -1.362739 0.445657
H -2.430908 -0.021525 -2.582788
H -3.060037 -0.872419 4.357302
H -4.398708 -1.150856 0.315142
H -0.096126 2.661568 1.249694
H 3.957466 -1.385090 -1.619792
H 1.602694 1.554368 -2.581880
H 2.977388 -2.301171 4.323548
H 1.563355 5.190572 -1.867582
H -0.755312 -0.815572 3.606191
H 0.699513 -1.998209 3.549101
H -1.901946 2.511709 -2.687721
H 2.832479 -0.380875 -2.548298
H 0.226953 5.685737 -0.820622
H 3.612928 0.281857 -1.109578
H 1.112251 -2.163642 -2.302953
H -4.922793 -1.084894 2.732842
H -3.066487 -2.742358 -1.493674
H -1.477475 1.941914 0.442237
H -1.740089 4.266927 -2.610551
H -0.673456 3.325742 -3.656107
H -1.467452 -3.076185 -0.789692
H 2.201879 1.778154 -0.910361

Cartesian forces (eV/Å) of the 2 atoms listed first:
Pd 1.8 0.0 0.7
Ge 0.0 0.0 0.0

HOMO-LUMO gap (spin up / spin down): 6.09 / 6.09 eV
Electronic energy: -3149.6612 Eh
Molecular weight: 492.52 g mol⁻¹